# 1
{
  "formula": "C7H15N3",
  "method": "the ωB97M-V functional and the def2-TZVPD basis",
  "elements": ["C", "C", "C", "C", "C", "C", "C", "N", "N", "N", "H", "H", "H", "H", "H", "H", "H", "H", "H", "H", "H", "H", "H", "H", "H"],
  "positions_angstrom": [[-3.707, 0.294, -2.794], [-4.182, -0.090, -1.613], [-2.178, 0.623, -1.219], [1.182, -1.322, 1.571], [2.174, -0.231, -0.457], [0.816, 0.988, 1.275], [1.832, -0.025, 1.002], [-2.393, 0.802, -2.449], [-3.277, 0.077, -0.650], [3.149, 0.250, 1.817], [-4.053, 0.273, -3.763], [-5.166, -0.464, -1.360], [0.957, -1.412, 2.632], [0.397, -1.517, 0.955], [1.922, -2.119, 1.482], [2.581, 0.711, -0.903], [2.882, -1.103, -0.459], [1.272, -0.654, -1.074], [-0.165, 0.782, 0.757], [1.006, 1.883, 1.951], [-1.860, 1.282, -3.046], [-3.342, -0.080, 0.325], [3.661, -0.547, 2.088], [2.702, 0.758, 2.659], [3.789, 0.841, 1.273]],
  "atomic_forces_ev_per_a": [[2.56, 0.98, 2.07], [-3.03, -1.16, -0.39], [-1.16, -0.78, 2.53], [3.72, -0.24, 1.33], [-0.22, -1.26, -1.05], [-0.61, 2.02, 0.26], [-0.48, -1.47, 0.86], [-3.56, -2.05, -0.65], [3.13, 1.27, 0.45], [-3.03, 2.69, 0.12], [-0.69, 0.10, -1.84], [0.14, -0.15, -0.18], [-0.46, 0.90, 0.03], [-2.40, -0.82, -1.38], [-0.04, -0.33, -0.52], [-0.26, -1.02, 0.09], [-0.18, 1.00, -0.49], [1.51, 1.18, 1.26], [1.26, 0.64, 0.92], [-0.65, -1.23, -1.11], [2.84, 2.17, -3.02], [-0.45, -0.34, 0.90], [0.52, -1.55, 0.57], [1.81, -0.83, -1.18], [-0.25, 0.26, 0.40]],
  "lowdin_charge": [0.075, -0.052, 0.100, -0.021, -0.034, 0.094, -0.618, 0.159, 0.131, 0.260, 0.124, 0.162, 0.109, 0.050, 0.102, 0.110, 0.111, 0.131, 0.071, 0.109, 0.130, 0.171, 0.144, 0.203, 0.178],
  "max_force_ha_per_bohr": 0.09092,
  "e_tot_ha": -439.20350,
  "homo_lumo_gap_ev": [10.74, 5.17],
  "charge": 2,
  "de_lowest_ev": 5.980
}

***

# 2
{
  "formula": "C7H15N3O2",
  "method": "the ωB97M-V functional and the def2-TZVPD basis",
  "elements": ["C", "C", "C", "C", "C", "C", "C", "N", "N", "N", "O", "O", "H", "H", "H", "H", "H", "H", "H", "H", "H", "H", "H", "H", "H", "H", "H"],
  "positions_angstrom": [[-2.785, -0.160, -1.458], [-2.413, -1.062, -0.271], [-1.862, 0.914, -0.944], [-0.593, -0.496, 2.310], [2.659, 1.427, 1.357], [-0.907, 0.282, 1.323], [1.710, -0.256, -0.226], [-1.683, 0.056, 0.220], [2.195, 0.988, 0.038], [1.731, -0.633, -1.464], [1.320, -2.052, -1.540], [1.925, -0.040, -2.519], [-2.407, -0.534, -2.387], [-3.778, 0.111, -1.414], [-3.227, -1.370, 0.377], [-1.809, -1.975, -0.517], [-0.893, 1.056, -1.505], [-2.361, 1.896, -0.656], [0.159, -0.352, 3.039], [1.875, -2.600, -2.149], [-0.888, -1.494, 2.364], [1.918, 1.159, 2.176], [3.623, 1.098, 1.662], [2.662, 2.575, 1.396], [-0.393, 1.250, 1.225], [1.681, -1.141, 0.433], [2.540, 1.353, -0.867]],
  "atomic_forces_ev_per_a": [[1.51, -1.17, -0.64], [0.29, -0.91, -0.19], [0.71, 1.28, 1.40], [0.37, -1.51, 1.38], [-2.05, 2.09, 0.31], [0.43, 2.12, -2.35], [-1.20, 0.78, 8.47], [0.99, 0.89, 1.40], [0.68, 0.22, -0.61], [0.29, -5.78, -7.98], [0.05, 0.73, 0.09], [0.11, 1.11, -0.66], [-0.55, -0.32, -0.78], [-2.17, 0.51, -0.52], [-0.32, -0.13, 0.10], [-0.25, 0.68, 0.14], [-1.05, 0.14, 0.32], [0.77, -0.93, -0.67], [0.59, 1.07, 0.57], [-0.05, 1.38, 0.35], [-1.01, -1.56, -0.18], [0.75, -0.07, -1.26], [0.94, -0.61, -0.01], [0.10, -1.63, -0.32], [-0.39, -0.17, 0.19], [0.30, 1.18, 0.19], [0.17, 0.60, 1.27]],
  "lowdin_charge": [-0.131, -0.147, -0.148, -0.033, -0.085, -0.234, -0.234, -0.153, -0.027, -0.304, -0.004, 0.038, 0.102, 0.081, 0.107, 0.123, 0.118, 0.130, 0.026, 0.117, 0.027, 0.086, 0.055, 0.105, 0.115, 0.129, 0.141],
  "spin_multiplicity": 3,
  "max_force_ha_per_bohr": 0.19167,
  "e_tot_ha": -590.13221,
  "homo_lumo_gap_ev": [5.59, 6.59]
}

***

# 3
{
  "formula": "C7H15N3O2",
  "method": "the ωB97M-V functional and the def2-TZVPD basis",
  "elements": ["C", "C", "C", "N", "O", "C", "N", "C", "C", "C", "N", "O", "H", "H", "H", "H", "H", "H", "H", "H", "H", "H", "H", "H", "H", "H", "H"],
  "positions_angstrom": [[0.248, -2.178, 2.029], [-0.456, -1.340, 1.123], [-1.626, -1.862, 0.391], [-0.250, -0.034, 1.047], [0.522, 0.697, 1.820], [-0.469, 0.800, -0.150], [-1.324, 1.772, -0.015], [0.465, 0.686, -1.248], [-0.010, 1.486, -2.497], [1.767, 1.233, -0.689], [0.682, -0.804, -1.543], [1.774, -1.191, -1.537], [0.225, -3.228, 1.908], [-0.002, -2.055, 3.053], [1.268, -1.919, 2.124], [-1.384, -2.892, 0.222], [-1.940, -1.106, -0.284], [-2.344, -1.968, 1.278], [0.356, 0.436, 2.778], [-1.341, 2.267, -0.848], [-2.026, 1.927, 0.768], [0.312, 2.514, -2.328], [-1.140, 1.429, -2.641], [0.558, 1.185, -3.326], [2.115, 0.462, 0.021], [1.424, 2.187, -0.156], [2.598, 1.496, -1.301]],
  "atomic_forces_ev_per_a": [[1.15, 0.05, 1.23], [-1.19, 1.04, -0.55], [0.71, 0.00, 2.91], [-1.33, -1.30, -2.30], [1.64, 0.37, 3.53], [-1.74, 0.46, 2.50], [0.19, -2.63, 1.73], [1.14, 0.65, -1.79], [-1.47, 0.05, 1.73], [-0.92, 1.26, 2.91], [-2.60, -1.18, -0.66], [1.45, 0.23, 0.01], [-0.57, -1.05, -0.80], [-1.00, 0.38, 1.27], [1.55, 0.53, -0.42], [-0.36, -0.45, -1.48], [-0.90, -0.34, -1.28], [0.34, 0.39, -1.10], [0.27, 0.54, -1.22], [-0.81, 2.16, -1.73], [1.29, -0.20, -1.18], [-0.30, 0.23, 0.00], [1.56, -0.08, -0.30], [0.36, -0.70, -1.37], [0.22, 0.84, -0.01], [1.22, -1.16, -0.35], [0.12, -0.09, -1.29]],
  "lowdin_charge": [0.048, -0.220, 0.073, -0.051, 0.113, -0.132, 0.371, -0.456, 0.043, 0.016, 0.048, 0.147, 0.123, 0.131, 0.117, 0.121, 0.090, 0.178, 0.208, 0.107, 0.233, 0.111, 0.133, 0.095, 0.098, 0.140, 0.116],
  "max_force_ha_per_bohr": 0.07604,
  "e_tot_ha": -589.60128,
  "homo_lumo_gap_ev": 7.11,
  "charge": 2,
  "de_lowest_ev": 6.427
}

***

# 4
{
  "formula": "C7H15N3O8",
  "method": "the ωB97M-V functional and the def2-TZVPD basis",
  "elements": ["C", "N", "O", "O", "H", "H", "H", "C", "N", "O", "O", "H", "H", "H", "C", "N", "O", "O", "H", "H", "H", "O", "C", "C", "C", "C", "O", "H", "H", "H", "H", "H", "H"],
  "positions_angstrom": [[1.531, -1.038, 1.289], [2.953, -0.522, 1.212], [3.420, -0.151, 0.111], [3.530, -0.354, 2.277], [1.147, -1.284, 0.313], [0.987, -0.225, 1.672], [1.563, -1.864, 1.945], [5.596, 1.882, 1.928], [4.430, 2.633, 1.357], [3.325, 2.685, 1.947], [4.667, 3.224, 0.300], [5.384, 1.791, 2.996], [6.513, 2.377, 1.646], [5.534, 0.857, 1.579], [1.458, 3.119, -0.815], [0.066, 2.757, -0.962], [-0.279, 1.686, -0.470], [-0.609, 3.406, -1.686], [1.936, 2.633, -1.649], [1.924, 2.832, 0.108], [1.507, 4.165, -1.140], [-3.229, -3.845, 0.547], [-3.743, -3.158, -0.288], [-5.290, -3.134, -0.493], [-5.543, -2.392, -1.832], [-4.187, -1.582, -1.880], [-3.216, -2.431, -1.219], [-5.598, -4.163, -0.650], [-5.717, -2.865, 0.460], [-5.568, -3.146, -2.634], [-6.449, -1.877, -1.810], [-3.804, -1.383, -2.870], [-4.240, -0.632, -1.287]],
  "atomic_forces_ev_per_a": [[1.35, 0.08, -1.13], [0.57, 1.38, -1.24], [-0.98, -0.97, 1.97], [-0.40, -0.57, -0.74], [0.26, -0.08, -0.31], [-0.76, 0.98, 0.70], [-0.14, -0.82, 0.75], [-1.18, -0.43, 0.92], [-0.94, 1.17, -0.63], [2.42, -0.48, -1.02], [-0.58, -0.77, 1.22], [0.38, 0.36, -0.07], [-0.06, 0.13, 0.03], [0.00, 0.05, -0.50], [0.76, 1.39, -1.24], [0.31, -2.61, 0.80], [-0.05, 0.32, 0.34], [-1.35, 1.44, -1.02], [0.32, -0.65, -0.14], [-0.17, 0.10, 0.42], [0.20, -0.04, 0.87], [1.07, 0.45, -0.14], [-3.57, -1.63, 0.65], [0.66, -1.07, -0.62], [2.78, -0.85, 1.25], [-1.11, 0.25, 0.55], [1.72, 1.35, -1.21], [0.13, -0.30, 0.33], [-0.55, 0.79, -0.03], [0.06, 0.40, 0.20], [-1.16, 1.34, -0.22], [0.05, 0.04, -0.14], [-0.05, -0.73, -0.60]],
  "lowdin_charge": [0.078, -0.386, 0.036, 0.045, 0.099, 0.084, 0.085, 0.040, -0.390, 0.022, 0.048, 0.100, 0.096, 0.075, 0.032, -0.474, 0.039, 0.090, 0.109, 0.060, 0.112, 0.112, -0.535, -0.079, -0.113, -0.106, 0.038, 0.112, 0.115, 0.117, 0.083, 0.116, 0.140],
  "max_force_ha_per_bohr": 0.07744,
  "e_tot_ha": -1041.60532,
  "homo_lumo_gap_ev": 9.96,
  "de_lowest_ev": 1.053
}

***

# 5
{
  "formula": "C7H15N4S2",
  "method": "the ωB97M-V functional and the def2-TZVPD basis",
  "elements": ["H", "N", "N", "C", "N", "C", "C", "N", "C", "C", "C", "C", "S", "S", "H", "H", "H", "H", "H", "H", "H", "H", "H", "H", "H", "H", "H", "H"],
  "positions_angstrom": [[0.848, -2.161, 0.381], [1.904, -2.080, 0.527], [2.284, -1.147, -0.216], [1.541, -0.189, -0.864], [0.268, -0.025, -0.443], [-0.115, -0.021, 0.922], [-1.558, -0.627, 1.124], [-2.455, 0.101, 0.326], [-2.786, 1.332, 0.935], [-2.073, 0.043, -1.036], [-0.611, 0.713, -1.290], [3.708, -0.990, -0.503], [4.251, 0.462, 0.565], [2.781, 1.694, 0.107], [1.829, -0.036, -1.805], [-0.475, 0.998, 1.209], [0.633, -0.405, 1.556], [-1.702, -1.643, 0.929], [-1.737, -0.556, 2.246], [-1.906, 1.955, 1.302], [-3.501, 1.977, 0.361], [-3.325, 1.193, 1.784], [-2.848, 0.598, -1.547], [-1.912, -1.029, -1.288], [-0.301, 0.713, -2.336], [-0.832, 1.723, -1.054], [4.290, -1.826, -0.257], [3.798, -0.768, -1.637]],
  "atomic_forces_ev_per_a": [[1.53, -0.06, 0.50], [-2.76, -2.50, 1.81], [2.48, 1.97, -3.19], [-3.06, -1.89, 4.85], [2.15, 0.61, -1.90], [-2.88, 0.68, 1.02], [1.57, 0.10, 2.53], [-0.59, -0.22, 0.49], [0.57, 3.00, -1.69], [1.55, 0.14, -0.74], [-2.99, -1.13, -0.96], [-0.90, 1.80, -1.42], [-0.48, 0.16, -0.76], [1.02, 0.17, 0.42], [0.77, 1.26, -3.63], [1.67, -0.26, -0.20], [0.75, -0.29, 0.84], [0.40, -1.91, -0.61], [-0.14, 0.27, -1.41], [-0.83, -0.25, -0.78], [1.03, -0.52, -0.14], [-1.53, -0.97, 2.70], [0.08, -0.32, -0.91], [-0.78, 0.64, -0.31], [-0.05, -0.45, 0.09], [0.77, 1.32, 0.90], [0.49, -1.26, 0.51], [0.17, -0.09, 2.01]],
  "lowdin_charge": [0.116, 0.186, -0.338, -0.227, -0.112, -0.132, -0.165, -0.240, -0.089, -0.111, -0.087, -0.376, 0.553, 0.417, 0.095, 0.118, 0.105, 0.104, 0.163, 0.105, 0.124, 0.057, 0.128, 0.138, 0.136, 0.114, 0.075, 0.142],
  "max_force_ha_per_bohr": 0.11746,
  "e_tot_ha": -1290.70170,
  "homo_lumo_gap_ev": [6.72, 5.47],
  "charge": 1,
  "de_lowest_ev": 3.049
}

***

# 6
{
  "formula": "C7H15N6O2",
  "method": "the ωB97M-V functional and the def2-TZVPD basis",
  "elements": ["C", "N", "N", "C", "C", "C", "N", "O", "N", "O", "C", "C", "N", "N", "C", "H", "H", "H", "H", "H", "H", "H", "H", "H", "H", "H", "H", "H", "H", "H"],
  "positions_angstrom": [[0.479, 2.619, 0.161], [-0.100, 1.287, -0.173], [0.971, 0.342, -0.571], [1.436, 0.646, -1.969], [0.768, -1.028, -0.301], [2.010, -1.647, 0.108], [-0.283, -1.680, -1.062], [-1.066, -0.769, -1.875], [-2.240, -0.481, -1.222], [-2.959, 0.334, -1.694], [-0.425, -1.402, 0.434], [-0.565, -2.601, 1.282], [-1.298, -0.385, 0.722], [-1.037, 0.830, 0.753], [-1.757, 1.805, 1.550], [-0.164, 3.337, -0.223], [0.429, 2.604, 1.291], [1.440, 2.667, -0.329], [2.528, 0.520, -2.017], [0.937, 0.010, -2.706], [1.419, 1.676, -2.271], [2.301, -1.554, 1.145], [2.870, -1.409, -0.618], [1.874, -2.744, 0.095], [0.152, -2.612, 2.112], [-0.409, -3.546, 0.641], [-1.657, -2.756, 1.547], [-2.707, 1.295, 1.720], [-1.203, 1.946, 2.446], [-1.742, 2.696, 1.023]],
  "atomic_forces_ev_per_a": [[-0.07, -2.31, 1.96], [0.13, 0.05, 0.06], [-0.41, 2.53, -0.02], [0.73, -0.96, 0.36], [-0.08, 2.35, 0.42], [2.74, -2.88, -1.78], [-0.96, -1.43, -0.68], [1.01, 0.43, -0.32], [-2.67, 0.26, 0.30], [2.19, -1.28, -0.18], [-0.38, 0.09, -1.72], [-1.16, -2.71, -0.74], [-2.36, 1.29, 3.89], [3.39, -1.46, -3.22], [-0.68, -2.15, 0.08], [-1.02, 1.53, -0.68], [1.19, 0.87, -1.31], [0.27, 0.16, 0.51], [-0.30, -0.71, 0.27], [0.12, 0.31, 0.09], [-1.00, 0.62, 0.31], [-0.10, 1.09, 0.17], [-1.21, -0.34, 1.33], [0.14, 0.25, -0.54], [-0.56, 0.02, 0.01], [0.28, 1.50, 0.90], [1.40, 0.60, 0.29], [-0.09, 0.70, 0.15], [0.31, -0.05, 1.01], [-0.82, 1.64, -0.92]],
  "lowdin_charge": [0.030, -0.024, -0.029, 0.001, -0.478, 0.016, 0.171, -0.020, -0.065, 0.123, -0.419, 0.011, 0.155, -0.111, 0.074, 0.073, 0.115, 0.096, 0.100, 0.094, 0.084, 0.104, 0.129, 0.106, 0.097, 0.130, 0.121, 0.134, 0.107, 0.074],
  "max_force_ha_per_bohr": 0.09535,
  "e_tot_ha": -754.12548,
  "homo_lumo_gap_ev": [7.80, 7.80],
  "charge": 1,
  "de_lowest_ev": 9.202
}